ORCA calculation (ωB97M-V/def2-TZVPD) on a molecular structure, C91H168N13O22 at a distorted geometry.

Structure (XYZ):
```
294
Properties=species:S:1:pos:R:3:forces:R:3:mulliken_charge:R:1
C -4.2990 10.0936 13.0656 -0.83 0.00 -0.83 -0.87
C -5.4505 10.7378 13.8604 -0.22 0.06 0.91 -0.43
C -6.7915 9.9266 13.7503 0.37 -0.50 0.71 0.46
C -8.1207 10.5118 14.2943 0.07 0.89 -2.32 -0.41
N -9.4142 9.9341 13.5901 0.22 -0.43 -0.74 0.98
C -10.6965 10.5733 14.1546 0.33 -1.59 1.08 -0.80
C -10.9644 11.8658 13.4565 0.97 0.31 -0.98 -0.88
C -10.3115 11.6243 12.0360 0.08 1.50 0.38 0.47
C -9.5627 10.2979 12.0896 0.01 0.23 0.37 1.22
C -9.3843 8.3868 13.6474 -1.11 0.28 1.62 -0.43
C -9.5560 7.8932 15.1016 1.52 -1.39 -0.24 -0.38
C -9.1582 6.3830 15.1757 -0.48 -0.20 0.12 -1.47
H -3.3933 10.6999 13.0547 -0.06 0.02 0.32 0.27
H -4.6381 10.0174 12.0324 0.05 0.19 -0.41 -0.19
H -4.0502 9.0574 13.2945 -0.07 0.13 0.67 0.51
H -5.5939 11.7776 13.5664 -0.11 0.08 -0.64 -0.09
H -5.0931 10.8988 14.8774 -0.31 -0.46 0.34 0.61
H -6.6911 9.0024 14.3194 0.47 -0.33 -0.40 0.42
H -6.8488 9.6918 12.6874 -0.44 -0.22 -0.02 -0.56
H -8.1356 11.5375 13.9258 -0.20 0.43 0.55 -0.41
H -8.2122 10.4506 15.3787 -0.27 -0.08 -0.26 0.72
H -11.4675 9.8271 13.9625 -0.10 0.04 -0.09 0.45
H -10.6194 10.6538 15.2389 0.13 -0.04 -0.06 0.51
H -12.0246 12.1180 13.4334 0.02 -0.32 -0.18 0.47
H -10.5057 12.7006 13.9862 0.23 -0.02 -0.06 0.12
H -11.0697 11.7646 11.2656 -0.09 -0.90 -0.15 0.29
H -9.6124 12.4050 11.7363 0.19 0.36 0.52 -0.50
H -10.1765 9.5718 11.5566 0.31 -0.56 0.59 -1.01
H -8.5730 10.2548 11.6348 -0.13 0.21 -0.09 -0.37
H -8.4656 7.9863 13.2186 0.06 0.45 -0.12 0.09
H -10.2180 8.0520 13.0302 0.03 0.00 0.00 0.44
H -10.5373 8.0293 15.5562 -0.02 0.20 -0.31 0.36
H -8.7967 8.3453 15.7397 -0.17 0.52 0.07 0.28
H -8.1385 6.1411 14.8760 0.05 0.48 -0.44 0.36
H -9.8366 5.7555 14.5976 0.01 0.02 -0.10 0.38
H -9.1824 5.9883 16.1915 -0.37 0.34 0.14 0.44
C -12.5134 16.9445 6.9351 0.48 -0.55 0.16 -1.06
C -11.7869 18.2850 6.7667 -0.39 1.62 -0.48 0.70
C -12.1157 19.0687 5.4226 0.46 0.03 -0.52 -0.54
C -11.7409 20.5841 5.4094 -1.85 0.35 0.58 -0.74
N -12.1163 21.4418 4.1502 1.70 -0.79 -0.49 0.40
C -11.0431 21.1622 3.0131 -0.76 0.64 0.23 -0.90
C -9.7995 21.9735 3.4106 -0.83 -0.65 0.19 -0.01
C -10.3773 23.2767 4.0133 0.46 -1.45 -0.43 -0.83
C -11.8342 22.9488 4.4290 0.09 0.33 -0.56 -0.67
C -13.5540 21.1258 3.5850 0.76 0.41 1.00 -0.90
C -14.7218 21.4998 4.4758 -1.33 0.61 -0.02 -0.41
C -16.1329 21.2140 3.8176 0.74 1.06 -0.17 -1.35
H -11.8330 16.1609 6.6018 -0.19 -0.25 -0.31 -0.04
H -13.4811 16.7923 6.4571 0.15 0.51 -0.51 0.45
H -12.7500 16.6482 7.9570 0.28 0.51 0.39 0.26
H -10.7067 18.1980 6.8839 0.07 -0.35 -0.51 -0.85
H -11.9863 18.9566 7.6018 -0.68 0.11 0.07 0.81
H -13.1658 18.9289 5.1661 -0.19 0.20 0.38 0.52
H -11.5887 18.6465 4.5670 0.36 -0.49 0.13 0.19
H -10.7086 20.7334 5.7259 0.04 0.14 -0.62 -0.32
H -12.3891 21.0788 6.1327 0.19 -0.08 0.44 0.71
H -11.4400 21.5912 2.0930 -0.32 0.17 0.11 0.52
H -10.9901 20.0929 2.8084 0.36 -0.02 0.53 0.47
H -9.2343 22.2570 2.5228 0.23 -0.55 0.15 0.72
H -9.2040 21.4255 4.1409 0.15 -0.03 -0.24 -0.37
H -10.2837 23.9489 3.1604 -0.58 0.68 0.66 0.35
H -9.7033 23.5532 4.8240 -0.45 0.49 0.01 0.33
H -12.4886 23.5182 3.7690 -0.25 -0.24 0.08 0.48
H -12.0454 23.2700 5.4490 -0.19 -0.58 0.02 0.38
H -13.5480 20.0647 3.3356 0.14 0.23 -0.42 0.42
H -13.6348 21.8244 2.7522 0.17 -0.64 -0.46 0.60
H -14.6529 22.5850 4.5517 -0.19 0.15 0.27 0.37
H -14.7745 21.1402 5.5034 0.56 -0.41 -0.06 0.35
H -16.1911 21.6906 2.8390 0.38 -0.51 -0.46 0.36
H -16.8977 21.8281 4.2931 0.07 -0.40 0.72 0.39
H -16.4522 20.1728 3.7722 0.22 0.10 0.04 0.35
C -4.8125 13.7856 11.0668 1.32 -1.32 -0.40 -0.19
C -5.2324 12.6756 10.0802 0.53 0.42 1.23 -0.01
C -5.6865 13.2387 8.8021 -0.78 0.48 -2.42 0.12
C -6.9544 14.0647 8.8717 -1.82 0.19 -0.22 -0.41
N -7.8976 13.9628 7.6318 0.78 -0.75 0.42 1.06
C -9.1451 14.8510 7.7803 -0.58 -1.31 0.27 0.13
C -8.8706 16.1961 7.2030 1.63 0.41 -0.16 2.36
C -7.4903 16.0135 6.4746 -0.06 -0.37 -0.47 0.23
C -7.1378 14.5153 6.4127 -1.99 0.33 0.56 0.90
C -8.2779 12.4994 7.3464 -1.35 0.67 -0.09 -0.97
C -9.1736 11.7953 8.4073 1.63 0.16 -0.19 0.43
C -9.2804 10.3049 8.0947 -0.61 0.76 0.91 -0.20
H -3.9388 14.1990 10.5629 -0.09 0.65 0.17 -0.29
H -4.3789 13.2389 11.9042 -0.30 0.56 0.67 0.11
H -5.4642 14.6150 11.3417 -0.34 -0.37 0.00 -0.11
H -5.8909 11.9058 10.4825 -0.53 0.19 0.07 -0.34
H -4.3132 12.1196 9.8957 0.18 -0.09 -0.10 0.31
H -5.7347 12.4560 8.0450 -0.44 -0.21 0.01 0.01
H -5.0371 13.9717 8.3234 1.03 -0.19 0.58 -0.21
H -6.6787 15.1147 8.9688 -0.12 0.16 -0.16 0.45
H -7.6316 13.8500 9.6984 0.20 -0.32 0.23 0.26
H -9.9630 14.3970 7.2208 0.32 -0.42 -0.30 0.06
H -9.5437 14.8334 8.7946 0.64 -0.04 0.24 -0.29
H -9.6726 16.5184 6.5388 0.36 -0.08 -0.06 -2.14
H -8.7628 16.9740 7.9588 -0.09 -0.05 0.06 -0.10
H -7.6317 16.3880 5.4608 0.60 0.44 0.06 0.06
H -6.6451 16.4355 7.0183 -0.23 0.78 -0.21 -0.15
H -7.6310 14.0130 5.5805 0.30 -0.07 -0.23 -0.70
H -6.0762 14.2757 6.4736 -0.22 -0.01 0.00 -0.09
H -7.3883 11.9731 7.0004 0.15 -0.14 0.73 0.38
H -8.8390 12.5406 6.4128 -0.22 0.21 -0.13 0.15
H -10.1811 12.1914 8.5346 0.03 0.40 -0.43 0.43
H -8.7182 11.8717 9.3947 0.23 0.09 0.12 -0.90
H -9.9604 10.1847 7.2513 0.32 -0.37 -0.31 0.78
H -9.7675 9.9186 8.9900 0.00 -0.61 -0.24 0.06
H -8.3045 9.8227 8.0369 -0.16 -0.03 -0.34 -0.46
C -6.7375 18.5691 10.8051 -0.84 -0.93 0.27 -1.63
C -6.9703 19.2520 9.4684 1.07 0.83 0.78 2.04
C -7.4130 20.7431 9.6669 -0.16 -0.91 -0.64 -0.89
O -7.5606 21.4140 8.4520 0.08 -0.09 0.07 -0.45
C -8.5363 20.8718 7.5516 0.62 0.19 -0.73 -0.69
N -5.5860 19.2643 8.8217 -0.83 1.41 0.22 0.22
H -5.5742 19.7212 7.9210 -0.27 -0.21 -0.81 0.39
H -4.9703 19.8774 9.3366 0.42 0.17 0.66 0.51
H -5.1134 18.3724 8.7851 0.57 -1.37 -0.58 -0.31
H -6.3997 17.5438 10.6542 0.48 0.00 -0.11 0.40
H -7.6693 18.4080 11.3472 -0.27 0.42 -0.09 0.35
H -6.0595 19.0817 11.4875 0.14 0.18 -0.30 0.46
H -7.6106 18.6696 8.8057 -0.03 0.16 0.08 -1.16
H -6.6425 21.2262 10.2677 0.17 0.26 -0.21 0.48
H -8.3311 20.8419 10.2460 -0.23 -0.53 0.18 0.39
H -9.2245 20.1248 7.9469 -0.04 0.13 0.55 0.28
H -8.0053 20.3937 6.7285 -0.10 -0.18 -0.12 0.29
H -9.0982 21.6955 7.1112 -0.05 0.08 0.28 0.32
C -5.4880 16.1595 2.5092 0.08 0.39 0.16 -1.36
C -5.0932 14.7054 2.6787 1.67 -0.34 0.29 0.25
C -4.2346 14.5016 3.9698 0.25 -0.33 0.18 -0.49
O -4.2798 13.1692 4.4746 -1.31 0.61 0.23 -0.27
C -3.5260 12.9174 5.6560 1.14 -0.68 -1.02 -0.78
N -6.2632 13.7815 2.7108 -0.49 0.99 0.99 0.23
H -6.8450 13.8623 1.8891 0.08 -0.37 -0.56 0.49
H -6.0223 12.8365 2.9734 0.36 -1.20 -0.14 0.36
H -6.8698 14.0262 3.4804 -0.48 0.23 0.47 -0.38
H -4.6622 16.8554 2.6572 0.62 -0.46 -0.39 0.43
H -6.1242 16.5511 3.3029 -0.76 -0.47 -0.11 0.07
H -5.8830 16.3639 1.5141 -0.24 0.05 0.18 0.44
H -4.5273 14.3517 1.8168 0.13 0.16 -0.01 0.42
H -4.5879 15.2301 4.6996 -0.12 0.03 0.42 0.13
H -3.1763 14.7037 3.8051 -0.04 0.56 -0.55 0.61
H -2.4812 12.8576 5.3508 0.32 -0.02 0.01 0.50
H -3.7874 11.9072 5.9710 -0.30 0.15 0.12 -0.01
H -3.5062 13.6147 6.4935 -0.90 0.48 -0.15 0.37
C -11.0322 14.7460 4.3870 -0.74 -0.59 -0.03 -1.21
C -10.7362 14.3155 2.9484 -0.47 1.34 -0.61 0.81
C -11.7651 13.3847 2.2741 1.41 -1.16 -0.25 -0.90
O -11.4885 13.2114 0.8927 1.07 1.62 -0.45 -0.38
C -12.3482 12.2117 0.3092 -0.06 0.12 1.90 -0.62
N -10.6784 15.5583 2.1055 0.30 0.44 0.12 0.11
H -10.3504 15.3129 1.1823 -0.19 -0.04 -0.66 0.49
H -11.5100 16.1276 2.0388 -0.81 -0.27 -0.21 0.40
H -10.0214 16.2132 2.5050 1.21 0.95 0.40 -0.02
H -12.0194 15.1947 4.4975 -0.20 -0.02 -0.32 0.64
H -10.3564 15.4862 4.8154 0.43 -0.17 -0.40 0.02
H -11.0585 13.8542 5.0132 0.22 -0.05 0.07 0.32
H -9.6978 13.9947 2.8657 -0.29 -0.86 0.12 -0.24
H -12.8049 13.6785 2.4172 -0.09 0.21 0.30 0.61
H -11.5391 12.4216 2.7320 -0.59 -0.31 0.50 0.38
H -13.3124 12.5604 0.6789 -0.61 -0.88 -0.55 0.29
H -11.9947 11.3170 0.8217 -0.67 -0.60 -0.23 0.24
H -12.3445 12.0372 -0.7667 0.52 0.84 0.12 0.29
C -11.8072 7.5808 9.3507 -1.67 0.44 -0.81 -0.31
C -13.2438 8.1909 9.3585 1.47 0.33 0.72 0.16
C -13.1943 9.6860 9.8715 -0.51 -0.67 -0.91 -0.79
O -12.5585 10.6266 8.9910 -0.08 -1.87 0.25 0.18
C -13.3866 11.3541 8.0932 0.65 1.50 1.15 -0.66
N -13.8544 8.0428 7.9928 -0.17 -0.81 -0.10 -0.18
H -13.4012 8.4286 7.1768 0.47 0.71 0.00 0.23
H -13.8499 7.0442 7.8419 -0.08 -0.70 -0.30 0.40
H -14.8359 8.2789 7.9623 -0.59 0.50 0.08 0.37
H -11.8322 6.4983 9.2252 0.06 -0.01 0.02 0.45
H -11.3034 7.8209 10.2869 0.27 0.05 -0.41 -0.46
H -11.3992 8.0523 8.4567 1.07 -0.02 0.33 0.00
H -13.8861 7.5060 9.9121 -0.18 0.68 0.73 0.47
H -12.5889 9.6371 10.7766 -0.21 0.17 0.05 -0.07
H -14.2205 9.9752 10.0981 0.00 0.39 0.18 0.61
H -13.9365 10.8156 7.3214 0.07 -0.15 0.11 0.33
H -12.6863 12.0863 7.6913 -0.03 -0.30 -0.77 -0.02
H -14.0039 12.0160 8.7006 -0.85 -0.35 -0.16 0.35
C -2.4992 22.0011 17.7840 -0.25 -0.59 0.08 -0.78
N -3.4013 20.8613 17.4044 -0.71 0.33 -1.06 0.05
C -2.8994 19.6291 17.3141 -0.91 -1.06 0.53 -0.40
C -3.6563 18.5394 16.7964 1.44 1.44 0.36 -0.53
C -4.8826 18.8126 16.2426 -0.17 0.51 0.95 0.57
C -5.4162 20.1130 16.3873 0.10 -1.39 -0.30 -0.63
C -4.6742 21.0941 16.9632 0.04 0.28 0.03 -0.41
C -5.6760 17.7191 15.6902 -1.08 -0.58 -1.47 0.99
C -6.5070 17.9531 14.5462 0.66 -0.48 1.10 -0.83
C -7.2714 16.9344 14.0324 0.38 1.42 0.03 -0.43
N -7.2234 15.7039 14.5607 0.26 -0.54 -0.08 0.31
C -6.3856 15.3993 15.5630 0.93 1.86 1.22 0.21
C -5.6183 16.4316 16.2014 -0.96 -0.97 -1.07 -1.05
C -8.0770 14.6539 13.9759 0.04 -0.40 0.43 -0.73
H -3.1134 22.8032 18.1933 0.27 -0.11 0.07 0.33
H -1.9651 22.3129 16.8865 -0.17 0.10 0.04 0.36
H -1.7788 21.5881 18.4902 -0.15 0.38 0.16 0.32
H -1.9561 19.5070 17.8256 0.26 -0.23 -0.37 0.39
H -3.2246 17.5495 16.7937 0.16 -0.12 -0.13 0.48
H -6.4480 20.2624 16.1055 0.03 0.44 -0.01 0.55
H -5.1585 22.0551 17.0544 0.65 0.37 0.34 0.41
H -6.4993 18.9473 14.1243 -0.28 -0.07 -0.23 0.54
H -7.9382 17.1148 13.2022 -0.05 -0.32 0.02 0.46
H -6.3258 14.3833 15.9243 -0.12 -0.07 -0.14 0.41
H -5.0191 16.2209 17.0749 0.00 -0.37 -0.15 0.57
H -9.0906 15.0083 13.7886 0.19 0.21 0.30 0.35
H -8.0851 13.8758 14.7391 -0.23 -0.22 -0.41 0.28
H -7.6783 14.2984 13.0257 0.26 -0.01 0.14 0.13
C -1.1965 12.0697 10.8160 -1.56 -0.31 -0.86 -1.39
N 0.0778 12.6658 11.1551 0.67 -0.16 1.26 0.32
C 0.0355 13.9420 11.6295 2.06 -0.94 -0.51 -0.43
C 1.2778 14.5417 11.9336 -1.24 0.34 -0.81 -1.06
C 2.4807 13.8748 11.7247 0.67 -0.43 -0.42 1.20
C 2.4715 12.5404 11.2856 -1.84 -0.37 0.22 -0.94
C 1.2167 11.9226 11.0642 0.65 1.43 0.35 -0.13
C 3.8459 14.5171 11.8725 0.21 0.05 0.36 0.73
C 4.1218 15.8280 11.5055 0.53 -0.22 -0.27 -0.78
C 5.4351 16.3185 11.5976 -0.66 0.08 0.25 -0.23
N 6.4700 15.5754 11.9916 -1.03 -1.09 0.23 0.02
C 6.2134 14.2869 12.4477 -0.04 1.43 -0.80 -0.45
C 4.9266 13.7785 12.3937 0.44 0.03 -0.05 -0.65
C 7.8172 16.2120 11.9929 0.33 -0.36 1.06 -0.82
H -1.1355 11.1014 10.3193 0.65 0.21 -0.12 0.27
H -1.6806 12.7764 10.1419 -0.10 -0.15 -0.17 0.38
H -1.9125 11.8991 11.6199 0.58 0.44 0.63 0.63
H -0.9726 14.3287 11.6564 0.17 0.62 0.50 0.86
H 1.2861 15.6014 12.1421 -0.09 -0.03 0.50 0.45
H 3.4069 12.0202 11.1416 -0.20 -0.29 -0.09 0.60
H 1.0148 10.8859 10.8388 0.54 -0.02 -0.25 0.44
H 3.3676 16.4357 11.0277 0.01 0.28 0.23 0.48
H 5.6790 17.3608 11.4544 -0.17 0.04 -0.53 0.42
H 7.0568 13.7262 12.8229 0.05 -0.02 -0.04 0.46
H 4.8108 12.7643 12.7464 -0.11 -0.02 0.10 0.52
H 7.9499 16.6017 13.0022 0.21 -0.03 0.03 0.40
H 7.9084 17.0570 11.3104 -0.37 -0.40 -0.23 0.33
H 8.5750 15.4510 11.8069 -0.11 0.13 -0.13 0.33
C -11.5662 5.5766 4.1046 -0.15 -1.56 -1.03 -0.89
N -10.2923 6.0139 4.6154 0.93 0.91 0.84 0.12
C -10.3118 6.8043 5.6923 1.18 0.39 0.54 -0.80
C -9.1458 7.2095 6.3230 -0.47 0.50 0.36 0.44
C -7.8549 6.8151 5.9191 -1.71 -1.11 -1.51 -0.46
C -7.8783 6.0632 4.6948 -0.53 0.58 1.60 -0.66
C -9.1102 5.6540 4.1220 1.68 0.03 -0.19 -0.39
C -6.6068 7.0275 6.7124 1.55 1.36 -0.07 0.59
C -5.9680 8.3022 6.8053 -0.22 0.29 -0.16 -0.18
C -4.7262 8.5202 7.4124 -2.15 -0.85 -0.91 -1.12
N -4.1166 7.4687 7.9454 0.96 -0.92 0.16 0.19
C -4.6300 6.2184 7.8853 -2.03 0.75 0.33 -0.27
C -5.9098 5.9809 7.2935 1.62 0.03 0.49 -0.48
C -2.7860 7.7228 8.5678 -0.09 -1.16 -0.09 -0.84
H -12.1575 6.3805 3.6663 0.04 0.05 0.43 0.32
H -12.0180 4.9974 4.9100 -0.52 0.27 -0.21 0.42
H -11.3517 4.8706 3.3023 -0.23 -0.01 -0.04 0.33
H -11.2836 7.0632 6.0860 0.05 0.07 -0.11 0.66
H -9.3413 7.8869 7.1411 0.54 -0.18 0.45 0.02
H -6.9127 5.8060 4.2852 -0.24 -0.43 -0.44 0.65
H -9.1346 4.9921 3.2689 0.09 0.05 -0.16 0.50
H -6.4370 9.1640 6.3539 -0.10 0.12 -0.24 0.85
H -4.2204 9.4728 7.4690 -0.17 0.00 -0.08 0.65
H -4.1648 5.4763 8.5172 0.31 -0.19 -0.40 0.38
H -6.2680 4.9622 7.3110 -0.10 -0.04 0.00 0.61
H -2.1151 8.1522 7.8238 -0.26 0.42 0.16 0.39
H -2.3427 6.7535 8.7960 -0.12 0.09 0.28 0.34
H -2.9429 8.2948 9.4823 0.21 0.09 -0.22 0.27
O -11.5710 16.9143 11.8957 1.68 -2.52 -1.78 -0.46
C -10.7216 15.9530 11.3685 -2.71 2.84 2.40 0.42
O -9.5241 16.1281 11.5124 1.85 -0.55 -0.64 0.08
O -11.1453 14.8999 10.9063 -0.55 -1.99 -1.21 -0.22
H -10.7662 17.3966 12.0985 -0.36 2.30 1.17 0.28
O -8.3235 9.7608 4.0082 0.08 -2.79 0.48 -0.47
C -7.8852 11.0159 4.1900 1.62 0.38 -0.75 0.45
O -6.6637 11.1057 4.4051 0.40 -0.03 0.58 -0.79
O -8.6636 11.9396 3.9962 -2.00 2.01 0.12 -0.31
H -9.2663 9.5798 4.0145 -0.17 1.01 -0.22 0.26
O -3.6121 13.3146 14.8883 -2.05 -1.60 1.10 -0.40
C -2.9163 14.3958 14.6700 1.98 5.08 0.28 0.63
O -2.0697 14.2351 13.7336 0.59 -0.16 -0.98 -0.72
O -3.0076 15.3959 15.3736 -1.14 1.05 0.57 -0.68
H -2.8404 13.0127 14.4035 0.31 -4.17 -1.32 0.27
O -7.3619 19.5241 3.2110 1.68 1.30 -1.65 -0.57
C -8.2773 18.7459 3.6746 -2.94 -4.12 0.94 -0.09
O -8.6216 18.9337 4.8571 -0.41 0.79 1.70 0.10
O -8.7492 17.7677 3.0056 0.47 0.36 -0.78 -0.87
H -7.2484 20.0845 3.9821 0.63 0.71 -0.02 0.36
O -6.4865 9.0434 10.0900 -0.08 2.27 -0.69 0.44
C -7.2800 7.9851 10.3702 -1.36 -3.50 0.46 0.32
O -6.6362 7.0736 10.9302 0.28 -0.10 0.37 -0.85
O -8.4870 7.9317 10.0528 0.03 1.41 -0.45 -0.62
H -5.7537 8.7115 10.6138 0.95 0.24 0.09 -0.12
O -2.6436 15.8101 9.4006 1.92 -2.54 1.48 -0.17
C -3.2266 16.7790 8.7469 0.72 3.31 -0.20 0.45
O -4.2890 16.5303 8.2489 -5.49 -2.08 -1.90 -0.82
O -2.7355 17.9041 8.7110 1.58 1.38 0.75 -0.80
H -1.8126 16.1806 9.7065 0.29 0.13 0.15 0.17
```
Positions in Å, forces in eV/Å.

Computed properties:
- 2S+1: 2
- Expectation value of S²: 0.757
- Calculated total energy: -161417.2303 eV
- Total charge: +8
- F_max: 6.17 eV Å⁻¹
- HOMO-LUMO gap (spin up / spin down): 6.032 / 2.757 eV